Here is a cluster of 3 separate species, C24H47FN4O4S in total from OMol25. Energies are from ωB97M-V/def2-TZVPD.

**LUMO level (alpha / beta)**: 0.60 / 0.22 eV
**HOMO-LUMO gap (alpha / beta)**: 8.9 / 9.6 eV
**M**: 506.7 g/mol
**E_HOMO (alpha / beta)**: -8.28 / -9.36 eV
**Energy**: -1960.5162 hartree

```
! wB97M-V def2-TZVPD RIJCOSX def2/J DEFGRID3
* xyz 0 3
C -1.78 5.41 1.75
C -1.94 5.72 0.61
C -2.16 6.03 -0.81
C -3.66 6.27 -1.13
C -4.38 5.12 -1.83
N -4.90 4.00 -1.01
C -3.89 3.08 -0.42
N -4.18 1.70 -0.73
S -6.10 4.39 0.02
O -6.91 5.41 -0.55
O -6.68 3.21 0.56
F -5.34 5.05 1.23
H -1.80 5.14 2.78
H -1.57 6.91 -1.05
H -1.76 5.20 -1.40
H -3.72 7.13 -1.80
H -4.17 6.58 -0.21
H -3.70 4.66 -2.54
H -5.22 5.52 -2.39
H -3.82 3.24 0.66
H -2.91 3.33 -0.82
H -3.40 1.25 -1.18
H -4.43 1.16 0.09
C -1.56 -3.42 -1.40
C -1.06 -2.32 -0.44
C -0.12 -2.89 0.63
C -0.82 -3.68 1.73
C -1.96 -2.86 2.34
C -2.95 -2.37 1.28
N -2.21 -1.63 0.22
O -1.91 -0.43 0.59
C -3.75 -3.55 0.71
C -3.97 -1.43 1.92
C -0.28 -1.32 -1.28
H -2.61 -3.28 -1.65
H -1.01 -3.40 -2.34
H -1.44 -4.43 -0.99
H 0.44 -2.07 1.09
H 0.62 -3.52 0.13
H -1.19 -4.64 1.35
H -0.10 -3.93 2.51
H -2.50 -3.46 3.08
H -1.54 -2.01 2.87
H -4.41 -3.22 -0.09
H -4.37 -3.98 1.50
H -3.13 -4.36 0.33
H -3.50 -0.59 2.42
H -4.56 -1.98 2.65
H -4.66 -1.04 1.16
H -0.92 -0.84 -2.03
H 0.52 -1.85 -1.81
H 0.20 -0.54 -0.68
C 5.97 -1.67 -1.95
C 4.63 -1.07 -1.46
C 4.76 0.43 -1.18
C 5.50 0.77 0.11
C 4.92 0.01 1.29
C 4.88 -1.50 1.05
N 4.16 -1.78 -0.23
O 2.88 -1.71 -0.08
C 6.31 -2.07 1.04
C 4.15 -2.20 2.19
C 3.61 -1.28 -2.57
H 6.16 -2.65 -1.53
H 5.96 -1.80 -3.04
H 6.83 -1.03 -1.72
H 3.75 0.86 -1.12
H 5.25 0.90 -2.04
H 6.57 0.57 0.00
H 5.42 1.85 0.29
H 5.50 0.20 2.20
H 3.90 0.37 1.48
H 6.30 -3.14 0.81
H 6.75 -1.95 2.04
H 6.98 -1.58 0.35
H 3.14 -1.81 2.33
H 4.70 -2.05 3.12
H 4.08 -3.27 2.01
H 3.44 -2.34 -2.77
H 3.99 -0.82 -3.49
H 2.65 -0.82 -2.34
*
```